(1)
# C8H12CaN2O7

A structure of composition C8H12CaN2O7 at a distorted geometry (the ωB97M-V functional and the def2-TZVPD basis, the Open Molecules 2025 dataset).

```
30
Properties=species:S:1:pos:R:3:mulliken_charge:R:1
Ca 0.872 0.445 1.092 1.76
O -0.662 -0.959 1.632 -1.02
H -0.854 -1.782 1.180 0.13
N 3.390 -0.919 0.159 1.17
O 3.018 0.257 -0.152 -0.68
O 2.673 -1.505 1.007 -0.65
O 4.365 -1.439 -0.341 -0.64
C -3.602 0.221 -3.691 -1.42
C -3.129 -0.602 -2.527 0.44
C -2.290 -1.836 -2.934 -0.48
O -1.171 -1.789 -2.075 -0.30
C -1.063 -0.551 -1.538 0.55
O -0.114 -0.221 -0.922 -0.53
O -2.146 0.171 -1.787 -0.36
H -4.507 -0.196 -4.138 0.38
H -2.875 0.329 -4.499 0.36
H -3.821 1.248 -3.390 0.34
H -3.920 -0.802 -1.810 0.33
H -1.958 -1.756 -3.969 0.30
H -2.855 -2.756 -2.796 0.31
N 2.780 0.515 3.126 0.13
C 1.483 0.529 3.578 -0.78
C 0.972 1.815 3.436 -0.13
C 1.963 2.558 2.712 -0.67
C 3.054 1.744 2.607 -0.28
H 3.482 -0.161 3.371 0.22
H 1.110 -0.271 4.196 0.36
H 0.039 2.141 3.862 0.41
H 1.753 3.576 2.429 0.41
H 4.012 1.997 2.183 0.32
```

**HOMO energy**: -8.31 eV
**Strongest force on any atom**: 2.231 eV Å⁻¹
**Frontier orbital gap**: 8.566 eV
**Net charge**: 0
**Molecular weight**: 288.3 g mol⁻¹
**Energy**: -1625.83448 Eh
**Spin multiplicity**: 1

***

(2)
# C7H11N

A structure of composition C7H11N at a distorted geometry (the ωB97M-V functional and the def2-TZVPD basis, the Open Molecules 2025 dataset).

```
19
Properties=species:S:1:pos:R:3:mulliken_charge:R:1
C 0.893 0.593 1.276 -0.91
C 0.305 -0.766 0.956 -0.17
C 1.353 -0.680 -0.370 -0.83
C 0.894 0.713 -0.285 -0.18
C -0.593 0.882 -0.773 -0.03
C -1.163 -0.605 -1.196 -0.90
C -1.209 -0.618 0.368 -0.01
H 0.443 1.488 1.833 0.27
H 2.008 0.524 1.519 0.31
H 0.297 -1.646 1.619 0.44
H 2.442 -0.747 -0.103 0.32
H 1.184 -1.104 -1.379 0.24
H 1.563 1.489 -0.655 0.54
H -0.640 1.733 -1.545 0.32
H -2.233 -0.634 -1.577 0.31
H -0.641 -1.334 -1.998 0.16
H -1.937 -1.334 0.888 0.42
H -1.473 1.317 1.108 0.27
N -1.492 0.729 0.314 -0.57
```

**HOMO energy**: -8.43 eV
**ΔE to the lowest compared entry with this formula, charge and spin**: 438.51 kJ/mol
**Strongest force on any atom**: 4.009 eV Å⁻¹
**Frontier orbital gap**: 9.497 eV
**Net charge**: 0
**Molecular weight**: 109.2 g mol⁻¹
**Energy**: -327.92096 Eh
**Spin multiplicity**: 1

***

(3)
# C19H17N9S

The molecule C19H17N9S at a distorted geometry (the ωB97M-V functional and the def2-TZVPD basis, the Open Molecules 2025 dataset).

```
46
Properties=species:S:1:pos:R:3:mulliken_charge:R:1
N 5.874 1.252 -5.232 -0.42
C 5.054 0.922 -4.155 0.39
N 3.844 1.349 -4.347 -0.61
C 3.160 1.268 -3.150 -0.31
C 3.828 0.498 -2.239 0.73
S 5.474 0.259 -2.558 -0.24
C 3.179 -0.068 -1.027 -0.34
C 1.619 0.104 -1.212 -0.86
N 0.758 -0.300 -0.021 0.61
N 0.802 0.492 1.154 -0.88
C -0.304 0.036 1.725 0.16
C -0.593 0.381 3.119 0.28
C -0.766 -0.517 4.155 -0.50
N -1.052 -0.039 5.439 -0.67
C -1.159 1.219 5.660 0.11
N -1.568 1.978 6.796 -0.16
C -1.588 3.361 6.520 -0.43
C -0.987 3.508 5.291 -0.94
C -0.787 2.137 4.667 0.87
C -0.562 1.795 3.356 -0.61
C -1.056 -0.956 0.910 0.47
C -2.192 -1.628 0.964 0.42
N -3.037 -1.489 1.936 -0.36
N -2.573 -2.586 0.136 -0.77
C -1.867 -2.720 -0.974 -0.30
N -0.763 -1.985 -1.191 -0.67
C -0.239 -1.210 -0.209 0.67
C 1.102 1.491 -1.765 -0.46
C 1.703 1.745 -3.185 -0.70
H 6.659 0.704 -5.358 0.22
H 5.395 1.660 -6.023 0.25
H 3.507 0.570 -0.158 0.31
H 3.490 -1.172 -0.971 0.34
H 1.316 -0.646 -1.903 0.28
H -0.776 -1.554 3.973 0.55
H -2.273 1.567 7.445 0.29
H -1.910 4.183 7.091 0.42
H -0.851 4.447 4.709 0.33
H -0.466 2.590 2.597 0.38
H -3.988 -1.856 1.731 0.29
H -3.005 -0.735 2.632 0.22
H -2.120 -3.422 -1.723 0.43
H -0.076 1.486 -1.697 0.26
H 1.473 2.279 -1.091 0.28
H 1.118 1.178 -3.951 0.28
H 1.544 2.767 -3.528 0.39
```

**HOMO energy**: -7.76 eV
**Strongest force on any atom**: 5.666 eV Å⁻¹
**SMILES**: Nc1nc2c(s1)C[C@@H](n1nc(-c3cnc4[nH]ccc4c3)c3c(N)ncnc31)CC2
**Frontier orbital gap**: 8.231 eV
**Net charge**: 0
**Molecular weight**: 403.5 g mol⁻¹
**Energy**: -1625.16071 Eh
**Spin multiplicity**: 1

***

(4)
# Cu2F2H10NO10S2

A structure of composition Cu2F2H10NO10S2 at a distorted geometry (the ωB97M-V functional and the def2-TZVPD basis, the Open Molecules 2025 dataset).

```
27
Properties=species:S:1:pos:R:3:mulliken_charge:R:1
Cu -0.046 -0.785 1.321 0.35
Cu 1.203 -2.457 -1.279 0.84
N -2.070 -0.360 1.383 0.40
S -2.840 0.820 0.819 0.92
O -3.150 1.953 1.690 -0.28
O -3.723 0.542 -0.294 -0.31
F -1.614 1.431 -0.009 -0.24
S -3.545 -0.888 2.164 0.94
O -4.332 -1.816 1.395 -0.42
O -4.242 -0.024 3.132 -0.41
F -2.756 -1.788 3.250 -0.26
O 0.913 -0.448 -0.564 -0.30
H 0.844 0.513 -0.726 0.26
O -0.087 -2.837 0.439 -0.49
H -0.583 -3.100 1.238 0.36
O 2.202 -1.447 -3.013 -0.33
H 2.465 -0.528 -2.954 0.40
H 2.527 -1.735 -3.866 0.33
O 3.323 0.811 -0.509 -0.66
H 2.574 0.219 -0.441 0.38
H 3.053 1.596 -0.033 0.32
O 2.762 1.367 -3.257 -0.69
H 2.735 2.267 -3.582 0.33
H 2.965 1.454 -2.326 0.34
O 0.462 1.370 1.906 -0.37
H -0.058 1.813 2.576 0.31
H 1.020 2.057 1.541 0.27
```

**HOMO energy (spin up / spin down)**: -17.58 / -17.58 eV
**⟨S²⟩**: 3.775
**Strongest force on any atom**: 10.237 eV Å⁻¹
**Frontier orbital gap (spin up / spin down)**: 8.397 / 4.738 eV
**Net charge**: +2
**Molecular weight**: 413.3 g mol⁻¹
**Energy**: -5089.22794 Eh
**Spin multiplicity**: 4

***

(5)
# CH9O5PSi2

A structure of composition CH9O5PSi2 at a distorted geometry (the ωB97M-V functional and the def2-TZVPD basis, the Open Molecules 2025 dataset).

```
18
Properties=species:S:1:pos:R:3:mulliken_charge:R:1
O 3.199 -0.989 0.368 -0.68
P 2.261 -0.070 -0.378 0.80
O 2.354 -0.450 -1.984 -0.49
O 2.734 1.483 -0.104 -0.51
C 0.532 -0.392 0.246 -0.76
Si -0.721 0.946 -0.296 0.66
O -1.095 0.752 -1.952 -0.48
O -2.193 0.869 0.592 -0.33
Si -2.538 -0.682 1.229 0.58
H 2.161 -1.388 -2.005 0.35
H 2.475 1.755 0.772 0.35
H 0.635 -0.467 1.335 0.41
H 0.253 -1.362 -0.187 0.32
H -0.206 2.304 -0.038 -0.13
H -2.010 1.023 -2.007 0.29
H -2.146 -1.754 0.305 -0.11
H -3.953 -0.757 1.631 -0.17
H -1.743 -0.823 2.472 -0.12
```

**HOMO energy**: -10.28 eV
**ΔE to the lowest compared entry with this formula, charge and spin**: 94.07 kJ/mol
**Strongest force on any atom**: 4.097 eV Å⁻¹
**Frontier orbital gap**: 10.615 eV
**Net charge**: 0
**Molecular weight**: 188.2 g mol⁻¹
**Energy**: -1340.23538 Eh
**Spin multiplicity**: 1

***

(6)
# C54H53F6N4O2S

A cluster of 7 separate species, C54H53F6N4O2S in total at a distorted geometry (the ωB97M-V functional and the def2-TZVPD basis, the Open Molecules 2025 dataset).

```
120
Properties=species:S:1:pos:R:3:mulliken_charge:R:1
O -1.007 -2.680 -4.220 -0.53
C -0.627 -1.616 -3.861 -0.24
O -1.015 -0.462 -4.427 -0.24
C 0.359 -1.452 -2.741 -0.38
C 1.809 -1.664 -3.227 -1.10
C 2.787 -0.548 -2.818 -0.84
N 3.708 -0.942 -1.708 0.12
C 2.903 -1.512 -0.564 -0.31
C 3.653 -1.337 0.741 -1.69
N 3.755 0.055 1.146 0.25
C 2.683 0.497 1.986 0.68
C 2.856 1.605 2.807 -0.31
C 1.801 2.046 3.582 -0.78
N 0.592 1.483 3.655 -0.63
C 0.465 0.405 2.882 -1.20
C 1.433 -0.116 2.041 -0.24
C 3.914 0.959 -0.028 0.73
C 4.694 2.182 0.387 -0.52
C 4.339 3.463 -0.029 -0.20
C 5.083 4.540 0.440 -0.64
N 6.119 4.451 1.270 -0.60
C 6.469 3.222 1.655 -0.40
C 5.785 2.084 1.245 -0.33
C 4.578 0.212 -1.210 -0.77
S 5.096 1.319 -2.531 -0.12
H -1.969 -0.519 -4.592 0.20
H 0.233 -0.484 -2.263 0.42
H 0.104 -2.206 -2.002 0.51
H 2.185 -2.643 -2.949 0.58
H 1.800 -1.669 -4.313 0.49
H 2.215 0.296 -2.447 0.45
H 3.358 -0.281 -3.689 0.84
H 4.333 -1.684 -2.017 0.48
H 1.986 -0.936 -0.527 0.37
H 2.714 -2.564 -0.737 0.55
H 4.663 -1.733 0.611 0.45
H 3.203 -1.956 1.506 0.66
H 3.796 2.124 2.848 0.62
H 1.961 2.922 4.190 0.54
H -0.488 -0.105 2.922 0.65
H 1.193 -0.987 1.455 0.43
H 2.908 1.272 -0.340 0.58
H 3.493 3.625 -0.678 0.54
H 4.796 5.534 0.128 0.41
H 7.300 3.119 2.335 0.42
H 6.095 1.118 1.615 0.35
H 5.501 -0.225 -0.842 0.60
H 4.022 2.120 -2.564 0.18
F -3.395 1.085 -4.412 -0.42
C -4.555 0.811 -5.075 0.64
C -5.553 0.131 -4.410 -0.51
C -6.729 -0.150 -5.089 -0.31
C -6.883 0.243 -6.410 -0.61
C -5.862 0.925 -7.056 -0.37
C -4.683 1.219 -6.385 -0.55
H -5.409 -0.171 -3.380 0.47
H -7.525 -0.680 -4.584 0.38
H -7.800 0.016 -6.937 0.43
H -5.980 1.228 -8.087 0.39
H -3.876 1.754 -6.867 0.45
F -6.631 -3.103 -6.545 -0.26
C -5.499 -3.811 -6.355 0.30
C -5.256 -4.909 -7.155 -0.51
C -4.089 -5.632 -6.956 -0.31
C -3.192 -5.255 -5.966 -0.68
C -3.457 -4.148 -5.170 -0.29
C -4.619 -3.415 -5.367 -0.18
H -5.972 -5.188 -7.916 0.43
H -3.881 -6.492 -7.578 0.36
H -2.285 -5.825 -5.814 0.39
H -2.761 -3.859 -4.398 0.37
H -4.849 -2.544 -4.766 0.42
F -1.023 -2.877 2.891 -0.26
C -1.244 -3.137 4.208 0.45
C -2.017 -4.225 4.555 -0.52
C -2.232 -4.488 5.901 -0.38
C -1.680 -3.656 6.870 -0.63
C -0.908 -2.566 6.492 -0.53
C -0.684 -2.302 5.148 -0.21
H -2.441 -4.854 3.784 0.43
H -2.832 -5.337 6.195 0.39
H -1.852 -3.858 7.916 0.47
H -0.480 -1.916 7.243 0.38
H -0.077 -1.465 4.830 0.38
F -4.002 -4.805 8.452 -0.29
C -5.148 -4.116 8.654 0.47
C -6.093 -4.630 9.518 -0.55
C -7.264 -3.915 9.723 -0.34
C -7.474 -2.712 9.062 -0.59
C -6.509 -2.219 8.195 -0.42
C -5.330 -2.921 7.988 -0.21
H -5.910 -5.572 10.018 0.42
H -8.014 -4.299 10.400 0.36
H -8.390 -2.161 9.223 0.37
H -6.672 -1.284 7.677 0.35
H -4.561 -2.553 7.322 0.44
F 3.837 3.883 5.156 -0.26
C 3.902 5.228 5.320 0.37
C 3.399 5.783 6.478 -0.53
C 3.470 7.159 6.639 -0.40
C 4.032 7.951 5.647 -0.61
C 4.529 7.367 4.490 -0.41
C 4.469 5.991 4.320 -0.08
H 2.961 5.147 7.235 0.43
H 3.087 7.612 7.542 0.37
H 4.084 9.023 5.777 0.38
H 4.967 7.983 3.716 0.39
H 4.861 5.515 3.430 0.35
F 3.680 0.420 -5.632 -0.35
C 3.016 1.498 -6.134 0.38
C 3.681 2.348 -6.991 -0.55
C 2.997 3.444 -7.496 -0.42
C 1.675 3.673 -7.135 -0.54
C 1.030 2.802 -6.268 -0.59
C 1.702 1.699 -5.762 0.04
H 4.711 2.153 -7.255 0.45
H 3.498 4.120 -8.175 0.38
H 1.148 4.529 -7.532 0.40
H 0.001 2.977 -5.987 0.45
H 1.210 1.000 -5.096 0.28
```

**HOMO energy**: -10.46 eV
**Strongest force on any atom**: 1.033 eV Å⁻¹
**Frontier orbital gap**: 7.735 eV
**Net charge**: +1
**Molecular weight**: 936.1 g mol⁻¹
**Energy**: -3456.14871 Eh
**Spin multiplicity**: 1

***

(7)
# C15H26AlIO2P2Se

A structure of composition C15H26AlIO2P2Se at a distorted geometry (the ωB97M-V functional and the def2-TZVPD basis, the Open Molecules 2025 dataset).

```
48
Properties=species:S:1:pos:R:3:mulliken_charge:R:1
C -0.019 0.404 -4.926 -0.88
C -0.006 1.093 -3.676 0.64
H -0.020 1.100 -5.790 0.37
H -0.921 -0.235 -4.978 0.28
H 0.876 -0.246 -4.986 0.28
O 0.003 2.033 -2.975 -0.36
I -0.129 -3.415 -1.474 -0.12
Al -0.052 -0.952 -0.986 0.07
P 2.271 -0.424 -0.691 0.96
C 2.855 0.829 0.485 -1.26
C 3.202 -1.886 -0.152 -1.28
H 4.256 -1.591 -0.039 0.50
H 4.103 0.052 -2.147 0.47
H 3.110 -2.690 -0.890 0.39
H 2.701 -0.589 -3.068 0.26
H 2.436 0.641 1.484 0.28
H 2.807 -2.241 0.811 0.29
C 3.011 0.091 -2.264 -1.24
H 3.952 0.757 0.529 0.47
H 2.705 1.117 -2.514 0.37
H 2.561 1.832 0.156 0.45
P -2.362 -0.338 -0.738 1.09
C -2.926 0.995 0.357 -1.34
C -3.057 0.104 -2.353 -1.27
H -3.301 -2.576 -0.833 0.40
H -4.376 -1.398 0.002 0.50
H -2.934 -2.078 0.842 0.31
C -3.339 -1.742 -0.123 -1.30
H -2.719 -0.606 -3.119 0.25
H -4.152 0.062 -2.270 0.47
H -4.018 0.902 0.461 0.48
H -2.676 1.973 -0.069 0.46
H -2.751 1.120 -2.638 0.38
H -2.458 0.900 1.346 0.29
C -0.017 1.133 -0.570 0.16
O -0.005 2.236 -0.208 -0.19
Se -0.061 -1.813 1.555 0.08
C 0.042 -0.533 2.964 0.28
C -1.130 0.032 3.501 -0.39
C -1.046 0.948 4.548 -0.61
C 0.200 1.296 5.089 -0.50
C 1.362 0.667 4.620 -0.46
C 1.290 -0.244 3.558 -0.45
H -2.099 -0.279 3.102 0.60
H -1.967 1.390 4.934 0.41
H 0.268 2.044 5.869 0.43
H 2.339 0.878 5.062 0.42
H 2.188 -0.755 3.199 0.53
```

**HOMO energy (spin up / spin down)**: -14.83 / -13.48 eV
**ΔE to the lowest compared entry with this formula, charge and spin**: 0.00 kJ/mol
**Strongest force on any atom**: 5.801 eV Å⁻¹
**Frontier orbital gap (spin up / spin down)**: 7.418 / 3.998 eV
**Net charge**: +2
**Molecular weight**: 533.2 g mol⁻¹
**Energy**: -4361.34775 Eh
**Spin multiplicity**: 1

***

(8)
# CHN3O3

The molecule CHN3O3 at a distorted geometry (the ωB97M-V functional and the def2-TZVPD basis, the Open Molecules 2025 dataset).

```
8
Properties=species:S:1:pos:R:3:mulliken_charge:R:1
N -0.037 -2.116 1.690 -0.38
C 0.291 -1.538 0.733 0.61
O 0.667 -1.012 -0.415 -0.30
N -0.393 0.051 -0.758 -0.24
N -0.048 1.203 -0.021 1.14
O -0.414 2.217 -0.615 -0.57
O 0.394 0.992 1.069 -0.53
H -0.459 0.204 -1.682 0.27
```

**HOMO energy**: -11.61 eV
**ΔE to the lowest compared entry with this formula, charge and spin**: 278.49 kJ/mol
**Strongest force on any atom**: 6.438 eV Å⁻¹
**SMILES**: N#CON[N+](=O)[O-]
**Frontier orbital gap**: 10.631 eV
**Net charge**: 0
**Molecular weight**: 103.0 g mol⁻¹
**Energy**: -428.45842 Eh
**Spin multiplicity**: 1